(1)
{"formula": "C25H58CoN10OS", "method": "ωB97M-V with the def2-TZVPD basis set", "symbols": ["Co", "C", "N", "C", "C", "N", "C", "C", "N", "C", "C", "N", "C", "N", "C", "C", "N", "C", "C", "C", "C", "N", "C", "N", "C", "C", "N", "C", "C", "N", "C", "C", "H", "H", "H", "H", "H", "H", "H", "H", "H", "H", "H", "H", "H", "H", "H", "H", "H", "H", "H", "H", "H", "H", "H", "H", "H", "H", "H", "H", "H", "H", "H", "H", "H", "H", "H", "H", "H", "H", "H", "H", "H", "H", "H", "H", "H", "H", "H", "H", "C", "C", "S", "O", "C", "C", "H", "H", "H", "H", "H", "H", "H", "H", "H", "H"], "xyz": [[-0.294, 0.580, -0.059], [1.023, -0.730, -5.137], [0.052, -0.126, -4.221], [-1.133, 0.397, -4.919], [0.023, -0.357, -2.876], [-0.413, 0.541, -2.042], [-0.805, 1.866, -2.537], [-0.782, 2.827, -1.361], [-1.385, 2.131, -0.196], [-2.829, 1.747, -0.407], [-2.940, 0.260, -0.738], [-1.916, -0.400, 0.071], [-2.187, -1.501, 0.743], [-1.203, -2.246, 1.266], [-1.456, -3.308, 2.251], [0.201, -2.051, 0.949], [-3.482, -1.954, 0.933], [-4.484, -1.105, 1.556], [-3.956, -3.116, 0.197], [-1.238, 2.906, 1.075], [-1.288, 1.888, 2.197], [-0.222, 0.927, 1.876], [0.432, 0.424, 2.932], [1.766, 0.195, 2.870], [2.411, -0.874, 3.628], [2.676, 1.247, 2.428], [-0.207, 0.191, 4.097], [0.434, 0.380, 5.400], [-1.602, -0.200, 4.168], [0.356, -1.598, -2.291], [-0.819, -2.494, -2.344], [1.557, -2.345, -2.663], [1.151, -0.034, -5.965], [1.992, -0.847, -4.667], [0.681, -1.684, -5.541], [-1.308, -0.241, -5.784], [-2.018, 0.323, -4.290], [-1.007, 1.422, -5.269], [-0.126, 2.204, -3.324], [-1.806, 1.848, -2.970], [0.238, 3.075, -1.072], [-1.320, 3.754, -1.569], [-3.344, 1.936, 0.531], [-3.270, 2.401, -1.160], [-3.940, -0.100, -0.522], [-2.744, 0.071, -1.794], [-2.406, -3.795, 2.071], [-0.662, -4.046, 2.162], [-1.443, -2.905, 3.264], [0.352, -1.373, 0.096], [0.754, -1.681, 1.811], [0.637, -3.003, 0.642], [-4.009, -0.252, 2.037], [-5.230, -0.731, 0.844], [-5.015, -1.671, 2.324], [-3.110, -3.707, -0.154], [-4.564, -3.752, 0.842], [-4.562, -2.823, -0.667], [-0.263, 3.392, 1.057], [-2.017, 3.669, 1.124], [-1.120, 2.365, 3.162], [-2.274, 1.418, 2.234], [1.682, -1.626, 3.922], [3.163, -1.341, 2.991], [2.913, -0.504, 4.523], [3.062, 1.786, 3.297], [3.520, 0.801, 1.908], [2.164, 1.930, 1.760], [1.387, 0.884, 5.282], [-0.211, 1.012, 6.010], [0.581, -0.570, 5.916], [-1.927, -0.555, 3.196], [-1.703, -1.004, 4.898], [-2.242, 0.626, 4.489], [-1.738, -1.925, -2.486], [-0.733, -3.190, -3.184], [-0.901, -3.082, -1.433], [2.438, -1.708, -2.644], [1.696, -3.128, -1.915], [1.482, -2.830, -3.638], [3.457, 3.527, -0.568], [3.136, 2.707, -1.802], [2.580, 1.019, -1.504], [1.572, 1.146, -0.346], [4.055, 0.276, -0.778], [5.027, -0.173, -1.861], [3.711, 4.537, -0.885], [4.310, 3.139, -0.013], [2.597, 3.592, 0.100], [3.990, 2.593, -2.475], [2.335, 3.154, -2.395], [3.672, -0.557, -0.185], [4.512, 1.003, -0.108], [4.617, -0.971, -2.478], [5.929, -0.551, -1.382], [5.331, 0.650, -2.507]], "forces_ev_per_a": [[-0.033, -0.846, -0.407], [0.046, -0.034, 0.015], [-0.198, -0.129, 0.244], [-0.069, -0.043, -0.066], [0.149, 0.048, -0.653], [-0.197, 0.391, 0.186], [0.069, 0.193, 0.156], [-0.081, 0.028, -0.020], [0.211, 0.015, 0.007], [0.024, -0.133, 0.012], [0.137, 0.232, 0.004], [-0.108, 0.383, 0.197], [-0.263, -0.250, 0.015], [0.040, -0.255, -0.154], [0.026, 0.077, -0.093], [0.051, 0.058, 0.102], [0.437, 0.376, 0.050], [-0.146, 0.065, -0.110], [0.025, -0.267, 0.064], [0.028, -0.115, -0.030], [0.019, 0.049, -0.284], [-0.220, 0.114, 0.237], [-0.092, 0.192, 0.209], [0.071, -0.069, -0.058], [-0.019, 0.052, 0.071], [-0.037, 0.050, 0.045], [0.277, -0.074, -0.186], [0.028, 0.053, 0.015], [-0.137, 0.022, 0.056], [-0.001, -0.119, 0.285], [-0.041, -0.002, -0.346], [0.125, 0.047, 0.074], [-0.017, -0.028, -0.014], [0.009, -0.005, 0.026], [-0.011, -0.012, 0.016], [0.001, 0.013, -0.007], [0.032, -0.001, -0.041], [0.004, -0.027, -0.006], [0.020, 0.006, 0.037], [0.039, 0.025, 0.021], [-0.041, 0.059, -0.029], [-0.050, -0.036, -0.046], [-0.037, 0.023, -0.007], [0.030, -0.046, -0.051], [-0.001, 0.047, -0.007], [-0.025, 0.014, 0.024], [0.001, -0.006, 0.050], [-0.019, -0.033, -0.006], [0.004, -0.006, 0.014], [-0.041, -0.206, -0.069], [-0.044, -0.093, -0.144], [0.025, 0.001, -0.043], [0.030, 0.022, 0.016], [-0.016, -0.059, 0.045], [0.016, -0.013, -0.014], [-0.028, 0.025, -0.017], [-0.016, 0.027, -0.006], [0.021, 0.018, 0.023], [-0.010, 0.009, 0.008], [-0.022, -0.013, 0.032], [0.036, 0.054, -0.041], [-0.008, 0.051, 0.015], [-0.007, -0.006, 0.015], [-0.006, -0.026, -0.001], [0.015, -0.011, -0.002], [0.020, 0.000, -0.005], [0.015, -0.008, -0.040], [0.026, -0.022, 0.049], [0.010, 0.023, 0.019], [-0.004, -0.023, 0.010], [0.004, 0.000, -0.012], [-0.073, -0.052, -0.048], [-0.004, 0.008, -0.020], [0.016, -0.030, 0.005], [-0.003, 0.014, 0.123], [-0.050, 0.017, -0.010], [0.071, -0.015, 0.148], [0.014, 0.052, -0.007], [0.003, -0.001, 0.000], [0.012, -0.016, 0.023], [-0.022, 0.038, 0.003], [0.032, -0.079, -0.136], [-0.026, -0.032, -0.261], [-0.017, 0.153, 0.677], [-0.015, 0.130, 0.036], [0.009, 0.022, -0.002], [0.007, 0.004, 0.012], [-0.008, -0.007, 0.008], [0.015, -0.008, 0.008], [0.013, 0.028, 0.017], [0.009, 0.011, 0.003], [0.008, -0.037, -0.031], [-0.054, -0.030, 0.039], [-0.013, 0.001, -0.025], [0.000, -0.018, -0.007], [0.003, -0.002, -0.006]], "lowdin_charge": [0.62, -0.02, -0.11, -0.02, -0.38, 0.02, -0.15, -0.11, -0.18, -0.07, -0.13, 0.04, -0.36, -0.09, 0.02, -0.02, -0.18, -0.03, -0.02, -0.09, -0.17, 0.03, -0.38, -0.14, -0.04, -0.02, -0.11, 0.00, -0.03, -0.16, -0.02, -0.06, 0.11, 0.08, 0.11, 0.11, 0.09, 0.10, 0.14, 0.11, 0.11, 0.16, 0.12, 0.15, 0.11, 0.10, 0.09, 0.11, 0.09, 0.06, 0.07, 0.11, 0.08, 0.10, 0.11, 0.09, 0.11, 0.10, 0.14, 0.15, 0.15, 0.09, 0.10, 0.10, 0.10, 0.11, 0.08, 0.06, 0.09, 0.11, 0.11, 0.06, 0.11, 0.11, 0.09, 0.11, 0.08, 0.06, 0.10, 0.09, -0.09, -0.35, 1.03, -0.56, -0.37, -0.10, 0.10, 0.08, 0.06, 0.10, 0.09, 0.10, 0.08, 0.07, 0.10, 0.08], "total_charge": 3, "homo_ev": -16.87, "e_tot_ha": -3390.20091, "orbital_gap_ev": 7.58, "multiplicity": 1}

***

(2)
{"formula": "C25H59BCl2FKMg2N4O15SSi3V", "method": "ωB97M-V with the def2-TZVPD basis set", "symbols": ["C", "C", "C", "C", "C", "C", "Si", "F", "O", "Si", "C", "N", "C", "C", "O", "Si", "C", "C", "C", "N", "C", "C", "B", "O", "O", "H", "H", "H", "H", "H", "H", "H", "H", "H", "H", "H", "H", "H", "H", "H", "H", "H", "H", "H", "H", "H", "H", "H", "H", "H", "H", "H", "H", "H", "H", "H", "H", "H", "H", "H", "H", "H", "H", "K", "Cl", "Mg", "O", "C", "C", "O", "H", "H", "H", "H", "C", "C", "N", "C", "C", "N", "C", "C", "H", "H", "H", "H", "H", "H", "H", "H", "H", "H", "H", "Cl", "C", "O", "C", "O", "O", "C", "H", "H", "H", "H", "H", "H", "Mg", "O", "S", "O", "O", "O", "O", "V", "O"], "xyz": [[-5.222, 0.781, 0.473], [-6.030, 1.941, 1.057], [-5.192, 3.235, 1.167], [-5.267, 4.033, -0.140], [-3.938, 4.592, -0.680], [-2.786, 3.522, -0.758], [-1.490, 4.040, 0.479], [-2.269, 4.639, 1.752], [-0.502, 2.834, 1.103], [-0.051, 1.610, 0.135], [-1.341, 0.224, -0.083], [-0.797, -1.136, -0.038], [1.430, 0.811, 1.027], [1.312, 0.740, 2.567], [2.531, 1.168, 3.140], [2.399, 2.456, 4.218], [1.396, 3.892, 3.581], [4.149, 3.073, 4.482], [1.743, 1.847, 5.853], [0.565, 2.198, -1.451], [0.691, 1.097, -2.408], [1.985, 0.198, -2.221], [-0.380, 5.569, -0.216], [0.494, 5.426, -1.321], [-0.458, 6.794, 0.363], [-4.789, 1.027, -0.493], [-4.467, 0.467, 1.193], [-5.872, -0.083, 0.340], [-6.912, 2.096, 0.442], [-6.305, 1.646, 2.068], [-4.187, 2.911, 1.432], [-5.582, 3.792, 2.016], [-5.677, 3.397, -0.923], [-5.920, 4.888, 0.015], [-3.619, 5.507, -0.175], [-4.127, 4.886, -1.713], [-2.375, 3.522, -1.882], [-3.260, 2.566, -0.550], [-2.134, 0.354, 0.648], [-1.812, 0.404, -1.052], [-0.637, -1.438, 0.911], [0.036, -1.238, -0.592], [2.322, 1.405, 0.742], [1.614, -0.189, 0.644], [0.447, 1.276, 2.960], [1.174, -0.319, 2.794], [0.323, 3.697, 3.646], [1.582, 4.795, 4.155], [1.584, 4.108, 2.531], [4.417, 3.804, 3.721], [4.279, 3.458, 5.488], [4.806, 2.217, 4.315], [1.785, 2.633, 6.606], [0.732, 1.449, 5.762], [2.418, 1.050, 6.166], [1.535, 2.508, -1.289], [0.754, 1.571, -3.408], [-0.178, 0.457, -2.446], [2.680, 0.579, -1.477], [2.561, 0.102, -3.152], [1.754, -0.819, -1.921], [0.055, 5.825, -2.083], [-1.372, 7.096, 0.412], [2.341, 1.038, -4.994], [-1.684, 2.491, -3.212], [2.327, 3.910, -0.436], [-5.654, 6.779, 2.253], [-5.449, 6.850, 3.456], [-3.584, 7.040, 3.666], [-3.358, 7.106, 4.866], [-5.682, 5.976, 4.095], [-5.856, 7.713, 4.018], [-3.348, 7.928, 3.044], [-3.166, 6.189, 3.099], [0.764, -3.682, -2.918], [1.420, -5.022, -3.172], [2.806, -5.096, -2.680], [3.599, -4.054, -2.255], [4.802, -4.576, -1.926], [4.724, -5.924, -2.156], [3.509, -6.221, -2.603], [5.816, -6.880, -1.928], [1.288, -2.869, -3.429], [-0.261, -3.698, -3.279], [0.748, -3.458, -1.850], [1.435, -5.242, -4.239], [0.850, -5.808, -2.680], [3.221, -3.051, -2.231], [5.712, -4.144, -1.546], [3.154, -7.203, -2.861], [6.084, -7.439, -2.823], [5.468, -7.551, -1.138], [6.673, -6.312, -1.572], [2.604, 6.396, 1.293], [-3.745, -6.982, -6.447], [-2.657, -7.915, -6.452], [-1.699, -7.651, -5.582], [-1.665, -6.720, -4.814], [-0.758, -8.592, -5.693], [0.323, -8.411, -4.793], [-4.449, -7.317, -7.200], [-4.238, -6.973, -5.477], [-3.395, -5.985, -6.705], [-0.023, -8.460, -3.761], [0.817, -7.457, -4.986], [1.032, -9.217, -4.962], [7.492, -8.622, -0.921], [5.363, -5.332, 2.955], [5.106, -5.579, 1.534], [6.352, -5.430, 0.748], [4.112, -4.603, 1.043], [4.595, -6.953, 1.352], [2.784, 3.782, 8.154], [1.829, 3.327, 9.448], [0.915, 2.914, 10.763]], "forces_ev_per_a": [[-0.593, -0.061, 0.206], [0.846, -0.098, 0.229], [-0.750, -0.735, -0.211], [0.889, 0.512, 0.452], [0.237, -0.468, -0.496], [0.229, 1.336, -0.626], [-1.324, -0.021, -0.310], [0.315, -0.025, 0.263], [0.121, 0.698, -0.804], [-0.051, -2.178, 1.082], [0.462, 0.723, -0.810], [-0.657, 0.089, 0.007], [-0.613, 0.858, -0.275], [0.648, -0.618, -0.593], [-0.557, 0.576, 0.032], [1.026, 0.720, 1.097], [-0.761, -0.623, -0.280], [-0.316, -0.774, -0.672], [-0.061, -0.238, -0.514], [-0.195, -0.347, 0.964], [2.181, -0.153, -1.078], [-0.416, 0.241, -0.078], [0.200, 0.451, 0.683], [0.693, -0.870, 0.481], [-0.440, 0.197, -1.220], [0.198, -0.026, -0.064], [0.331, 0.098, -0.122], [-0.024, -0.106, -0.156], [-0.256, 0.145, 0.181], [-0.450, -0.041, -0.004], [0.212, 0.242, -0.021], [0.130, 0.392, -0.029], [-0.114, -0.028, -0.084], [-0.325, -0.062, -0.152], [-0.195, 0.050, 0.282], [-0.066, 0.207, -0.035], [-0.789, -0.052, 2.938], [0.337, -0.358, -0.196], [-0.049, -0.062, 0.176], [-0.293, -0.106, -0.034], [0.250, -0.120, 0.000], [0.191, -0.111, 0.128], [0.223, -0.020, 0.375], [0.210, -0.033, -0.203], [-0.049, 0.211, -0.079], [-0.108, -0.041, 0.279], [-0.105, -0.006, 0.040], [0.252, 0.071, 0.056], [0.180, 0.192, -0.077], [0.027, 0.299, 0.122], [0.078, 0.163, 0.064], [0.198, -0.015, 0.267], [-0.010, 0.095, -0.147], [-0.088, -0.080, 0.130], [-0.069, -0.143, 0.141], [0.395, -0.747, -0.501], [-0.651, -0.134, 0.595], [-0.347, 0.287, 0.188], [0.044, 0.104, 0.092], [-0.041, -0.423, 0.972], [-0.083, -0.095, 0.078], [0.425, 0.035, -0.396], [-0.065, 0.069, 0.773], [-0.174, 0.489, -1.404], [0.480, -0.752, -2.089], [-1.025, 3.322, 1.785], [1.052, 0.061, -0.257], [-5.733, -0.555, 0.459], [5.992, 0.646, -0.376], [-1.156, -0.106, 0.234], [1.260, -0.504, -0.226], [1.165, 0.716, -0.259], [-1.324, 0.505, 0.201], [-1.262, -0.780, 0.244], [0.218, 0.205, 0.205], [-0.199, -0.103, -0.132], [-0.161, -0.091, 0.042], [-0.160, 0.046, -0.221], [0.298, -0.060, 0.031], [0.213, -0.041, -0.311], [0.018, 0.157, 0.133], [-0.546, 0.354, 0.141], [-0.037, -0.080, -0.057], [-0.015, -0.094, -0.007], [-0.082, -0.018, 0.006], [-0.006, 0.005, -0.015], [0.020, -0.019, 0.014], [0.105, 0.019, 0.166], [-0.146, 0.054, 0.229], [-0.013, -0.006, 0.035], [-0.282, 0.180, -0.206], [-0.051, 0.128, 0.156], [-0.114, 0.048, 0.148], [0.113, -2.163, -1.503], [-0.246, 0.081, -0.075], [-0.106, 0.004, -0.081], [-0.034, -0.022, -0.011], [0.094, 0.060, -0.016], [-0.016, 0.016, -0.003], [0.320, -0.118, 0.182], [0.105, -0.150, -0.047], [0.091, 0.060, 0.057], [0.055, 0.018, 0.106], [-0.014, 0.121, 0.001], [-0.039, 0.026, 0.077], [-0.129, -0.086, -0.169], [0.683, -0.476, 0.718], [-0.129, -0.045, 0.079], [0.072, -0.133, -0.002], [0.303, -0.081, -0.708], [-0.134, 0.188, -0.213], [-0.013, -0.146, -0.262], [-0.122, 0.094, 0.437], [-0.164, -0.254, 0.019], [0.358, 0.235, -0.361]], "lowdin_charge": [-0.12, -0.25, -0.21, -0.19, -0.23, -0.31, 0.45, -0.10, -0.22, 0.41, -0.27, -0.01, -0.18, -0.29, -0.21, 0.42, -0.16, -0.14, -0.15, -0.14, -0.42, -0.10, -0.68, 0.00, 0.12, 0.06, 0.06, 0.07, 0.10, 0.10, 0.09, 0.10, 0.11, 0.11, 0.08, 0.10, -0.12, 0.04, 0.08, 0.06, 0.07, 0.02, 0.06, 0.07, 0.10, 0.12, 0.03, 0.05, -0.05, 0.02, 0.03, 0.03, -0.02, 0.03, 0.05, -0.04, -0.02, 0.06, 0.07, -0.04, 0.06, 0.13, 0.11, 1.00, -0.02, 1.07, 0.02, -0.27, -0.27, 0.04, 0.12, 0.13, 0.12, 0.10, -0.07, -0.15, -0.03, -0.01, 0.00, -0.05, 0.00, -0.17, 0.06, 0.09, 0.09, 0.12, 0.14, 0.11, 0.14, 0.17, 0.05, -0.01, 0.04, -0.13, -0.02, 0.02, -0.62, 0.11, 0.02, -0.06, 0.10, 0.10, 0.10, 0.10, 0.07, 0.10, 0.70, -0.25, 0.20, -0.39, -0.33, -0.34, -0.59, 1.10, -0.57], "total_charge": 1, "homo_ev": -7.90, "e_tot_ha": -6590.94673, "orbital_gap_ev": 1.06, "multiplicity": 1}